(1)
The following is a quantum chemistry calculation of a molecular structure, C15H28BBrF3O16SV, from OMol25.

CARTESIAN COORDINATES (ANGSTROEM)
O 6.45 5.83 -26.84
V 5.89 6.64 -25.64
Br 6.20 4.86 -23.74
C 3.93 7.99 -21.95
F 3.94 6.67 -21.81
F 2.94 8.50 -21.20
F 5.09 8.48 -21.50
S 3.65 8.49 -23.68
O 2.38 7.92 -24.03
O 3.76 9.92 -23.64
O 4.77 7.85 -24.39
O 10.08 2.23 -31.01
C 8.99 2.71 -31.05
O 8.69 4.00 -31.05
B 7.21 4.18 -31.10
O 6.67 2.82 -31.10
C 7.65 1.92 -31.09
O 7.52 0.74 -31.11
O 6.82 4.97 -32.28
C 6.34 6.14 -31.89
O 6.04 7.06 -32.58
C 6.24 6.11 -30.34
O 6.75 4.97 -29.93
O 5.75 6.96 -29.66
C 7.41 9.64 -24.32
C 8.39 8.49 -24.35
C 8.65 7.92 -22.96
O 7.88 7.43 -25.21
H 7.22 9.99 -25.34
H 7.85 10.47 -23.76
H 6.46 9.37 -23.89
H 9.32 8.83 -24.80
H 9.28 8.60 -22.37
H 9.16 6.96 -22.99
H 7.70 7.81 -22.43
H 8.64 6.81 -25.34
C 10.89 4.88 -28.01
C 9.56 4.99 -27.30
C 8.96 3.63 -26.99
O 9.73 5.72 -26.06
H 10.82 4.39 -28.97
H 11.61 4.32 -27.40
H 11.32 5.88 -28.16
H 8.83 5.55 -27.88
H 7.96 3.73 -26.57
H 9.60 3.11 -26.27
H 8.89 3.00 -27.88
H 10.50 5.35 -25.62
C 4.47 10.55 -27.08
C 4.46 9.07 -27.32
O 5.71 8.48 -26.88
H 4.66 10.75 -26.03
H 3.49 10.99 -27.28
H 5.22 11.05 -27.69
H 4.32 8.80 -28.37
H 3.69 8.60 -26.71
H 6.42 8.82 -27.43
C 3.19 4.50 -27.98
C 3.63 4.63 -26.52
O 3.88 6.01 -26.20
H 3.25 3.46 -28.32
H 3.84 5.11 -28.62
H 2.17 4.85 -28.10
H 4.55 4.09 -26.32
H 2.85 4.26 -25.86
H 3.05 6.51 -26.20

Summary:
Highest occupied orbital energy (spin up / spin down) ... -0.256 / -0.258 Ha
Lowest unoccupied orbital energy (spin up / spin down) ... 2.12 / 2.19 eV
Net charge ... -1
Orbital gap (spin up / spin down) ... 9.091 / 9.215 eV
E_tot ... -164175.8867 eV
2S+1 ... 2
Relative energy (zero: lowest compared OMol25 entry of this formula, charge and spin) ... 0.0 kJ/mol

(2)
The following is a quantum chemistry calculation of a single C4H6O2 molecule, from OMol25.

CARTESIAN COORDINATES (ANGSTROEM)
C 1.47 0.28 -0.73
C 0.43 0.69 0.29
O 0.31 1.85 0.62
C -0.53 -0.35 0.88
C -1.68 -0.55 -0.08
O -1.74 -1.46 -0.88
H 1.03 -0.32 -1.54
H 2.26 -0.32 -0.28
H 1.90 1.19 -1.14
H -0.06 -1.32 1.08
H -0.91 0.09 1.81
H -2.47 0.22 -0.04

Summary:
Highest occupied orbital energy ... -0.367 Ha
SMILES string ... CC(=O)CC=O
Lowest unoccupied orbital energy ... 0.51 eV
Net charge ... 0
Orbital gap ... 10.490 eV
E_tot ... -8339.6729 eV
2S+1 ... 1
Relative energy (zero: lowest compared OMol25 entry of this formula, charge and spin) ... 76.0 kJ/mol

(3)
The following is a quantum chemistry calculation of 2 unconnected molecules or ions with the total composition C5H9N2S, from OMol25.

CARTESIAN COORDINATES (ANGSTROEM)
C 2.02 -1.44 -0.79
C 2.22 -0.14 -0.36
C 0.09 -0.41 -0.35
C 0.83 1.83 0.08
C -3.05 -0.24 0.98
N 0.62 -1.60 -0.78
N 1.01 0.45 -0.13
S -2.57 -0.13 -0.75
H 2.63 -2.22 -1.00
H 3.10 0.35 0.04
H 1.05 2.37 -0.98
H -0.17 2.01 0.38
H 1.57 2.24 0.75
H -3.96 -0.96 1.16
H -3.36 0.83 1.06
H -2.17 -0.43 1.54
H 0.15 -2.50 -0.85

Summary:
Highest occupied orbital energy (spin up / spin down) ... -0.497 / -0.494 Ha
Lowest unoccupied orbital energy (spin up / spin down) ... -6.48 / -6.38 eV
Net charge ... +1
Orbital gap (spin up / spin down) ... 7.055 / 7.074 eV
E_tot ... -19136.0440 eV
2S+1 ... 1
Relative energy (zero: lowest compared OMol25 entry of this formula, charge and spin) ... 355.7 kJ/mol

(4)
The following is a quantum chemistry calculation of a single C22H31N3O5S molecule, from OMol25.

CARTESIAN COORDINATES (ANGSTROEM)
C 4.52 4.56 -0.66
C 3.74 3.28 -0.77
C 2.36 3.27 -0.64
C 1.65 2.09 -0.77
C 2.32 0.92 -1.03
S 1.45 -0.63 -1.16
O 0.04 -0.36 -1.03
O 1.91 -1.37 -2.30
N 2.02 -1.41 0.19
C 1.51 -1.03 1.48
C 2.63 -1.22 2.50
C 3.15 -2.65 2.37
O 3.57 -2.94 1.05
C 2.59 -2.73 0.07
C 1.51 -3.84 0.06
N 0.45 -3.53 -0.85
C -0.68 -2.91 -0.45
O -0.99 -2.74 0.72
C -1.56 -2.48 -1.61
O -1.29 -2.78 -2.76
N -2.64 -1.80 -1.20
C -3.46 -1.01 -2.07
C -3.15 0.48 -1.91
C -3.49 0.95 -0.52
C -2.58 0.95 0.45
C -2.85 1.35 1.86
C -4.18 2.09 1.99
C -5.26 1.36 1.20
C -4.91 1.38 -0.28
C 3.70 0.90 -1.17
C 4.41 2.08 -1.04
H 3.96 5.30 -0.09
H 5.48 4.39 -0.18
H 4.70 4.96 -1.65
H 1.84 4.19 -0.43
H 0.57 2.06 -0.67
H 0.62 -1.62 1.75
H 1.21 0.02 1.41
H 3.44 -0.53 2.28
H 2.26 -1.05 3.51
H 2.38 -3.36 2.69
H 4.04 -2.81 2.98
H 3.11 -2.75 -0.89
H 1.98 -4.79 -0.22
H 1.05 -3.94 1.05
H 0.63 -3.49 -1.85
H -2.63 -1.55 -0.22
H -3.25 -1.34 -3.09
H -4.52 -1.21 -1.84
H -2.08 0.62 -2.10
H -3.72 1.05 -2.65
H -1.57 0.61 0.23
H -2.04 1.97 2.23
H -2.87 0.45 2.49
H -4.47 2.17 3.04
H -4.08 3.10 1.59
H -6.23 1.82 1.36
H -5.32 0.32 1.55
H -5.59 0.72 -0.84
H -5.05 2.39 -0.68
H 4.19 -0.03 -1.38
H 5.48 2.08 -1.15

Summary:
Highest occupied orbital energy ... -0.324 Ha
SMILES string ... Cc1ccc(S(=O)(=O)N2CCCO[C@H]2CNC(=O)C(=O)NCCC2=CCCCC2)cc1
Lowest unoccupied orbital energy ... 0.53 eV
Net charge ... 0
Orbital gap ... 9.348 eV
E_tot ... -48861.0925 eV
2S+1 ... 1
Relative energy (zero: lowest compared OMol25 entry of this formula, charge and spin) ... 83.8 kJ/mol

(5)
The following is a quantum chemistry calculation of a single C2H4N2 molecule, from OMol25.

CARTESIAN COORDINATES (ANGSTROEM)
C -0.08 0.43 -0.99
N -0.45 -0.76 -0.28
C 0.10 -0.38 1.02
N 0.87 -0.29 -0.15
H 0.15 0.39 -2.06
H -0.66 1.23 -0.72
H -0.34 0.51 1.34
H 0.41 -1.13 1.85

Summary:
Highest occupied orbital energy ... -0.335 Ha
SMILES string ... C1N2CN12
Lowest unoccupied orbital energy ... 1.19 eV
Net charge ... 0
Orbital gap ... 10.300 eV
E_tot ... -5115.0566 eV
2S+1 ... 1
Relative energy (zero: lowest compared OMol25 entry of this formula, charge and spin) ... 376.6 kJ/mol

(6)
The following is a quantum chemistry calculation of 2 unconnected molecules or ions with the total composition C4H7O2Si, from OMol25.

CARTESIAN COORDINATES (ANGSTROEM)
C -1.61 -0.92 0.72
C -0.49 -0.44 0.29
C -3.52 0.10 0.22
C 0.91 -0.73 0.92
O -3.96 0.63 1.20
O -3.64 -0.02 -0.97
Si -0.72 0.85 -1.04
H -1.48 -1.60 1.59
H 1.08 -0.45 1.97
H 1.70 -0.28 0.38
H 1.11 -1.74 0.87
H -1.37 2.09 -0.76
H -1.35 0.33 -2.46
H 0.66 1.19 -1.11

Summary:
Highest occupied orbital energy ... -0.122 Ha
Lowest unoccupied orbital energy ... 3.84 eV
Net charge ... -1
Orbital gap ... 7.165 eV
E_tot ... -16232.4594 eV
2S+1 ... 1
Relative energy (zero: lowest compared OMol25 entry of this formula, charge and spin) ... 211.3 kJ/mol

(7)
The following is a quantum chemistry calculation of a single CH5N2O3PS molecule, from OMol25.

CARTESIAN COORDINATES (ANGSTROEM)
C -0.52 -0.49 -0.32
N -1.28 -1.61 -0.19
N -0.97 0.60 -0.82
O 0.73 -0.78 -0.06
O 1.12 2.36 0.02
O -0.91 2.10 1.44
P 2.26 -0.02 -0.17
S -0.36 2.44 0.13
H -2.28 -1.43 -0.04
H -0.95 -2.43 0.27
H -1.87 0.73 -1.06
H 2.28 -0.05 1.16
H 2.76 -1.42 -0.35

Summary:
Highest occupied orbital energy ... -0.343 Ha
Lowest unoccupied orbital energy ... 0.35 eV
Net charge ... 0
Orbital gap ... 9.693 eV
E_tot ... -30363.4805 eV
2S+1 ... 1
Relative energy (zero: lowest compared OMol25 entry of this formula, charge and spin) ... 1.0 kJ/mol

(8)
The following is a quantum chemistry calculation of 3 unconnected molecules or ions with the total composition C4H13N2, from OMol25.

CARTESIAN COORDINATES (ANGSTROEM)
C 0.45 0.83 0.68
N 1.55 1.16 -0.16
C -0.77 0.24 0.06
N 3.07 -1.36 1.07
C -3.07 -0.59 -0.10
C -1.97 0.06 0.62
H 0.09 1.44 1.55
H 1.22 0.12 1.08
H 1.16 1.90 -0.79
H 0.85 0.86 -3.18
H -0.44 -0.19 -0.90
H 2.87 -0.48 0.64
H 3.58 -1.23 1.94
H 3.67 -1.86 0.41
H -2.79 -0.62 -1.15
H -4.00 -0.04 -0.33
H -3.44 -1.55 0.26
H 0.12 0.86 -3.31
H -2.16 0.45 1.61

Summary:
Highest occupied orbital energy ... -0.502 Ha
Lowest unoccupied orbital energy ... -9.03 eV
Net charge ... +1
Orbital gap ... 4.621 eV
E_tot ... -7324.4192 eV
2S+1 ... 1
Relative energy (zero: lowest compared OMol25 entry of this formula, charge and spin) ... 874.9 kJ/mol